No. 1
{"formula": "C19H28N4OS", "method": "ωB97M-V/def2-TZVPD", "species": ["C", "C", "H", "C", "N", "C", "N", "N", "C", "C", "C", "H", "H", "H", "C", "H", "H", "H", "H", "S", "C", "H", "H", "C", "O", "N", "C", "C", "C", "C", "C", "C", "C", "H", "H", "H", "H", "H", "H", "C", "C", "H", "H", "H", "H", "H", "H", "H", "H", "H", "H", "H", "H"], "xyz": [[3.83, 1.62, 2.74], [2.80, 0.96, 1.82], [2.74, -0.11, 2.05], [3.19, 1.15, 0.35], [2.23, 0.54, -0.53], [1.01, 1.08, -0.84], [0.34, 0.28, -1.63], [1.11, -0.80, -1.85], [2.23, -0.66, -1.20], [3.32, -1.68, -1.27], [3.70, -2.22, 0.11], [4.35, -3.09, -0.01], [4.24, -1.48, 0.70], [2.81, -2.53, 0.66], [4.53, -1.16, -2.04], [4.23, -0.79, -3.01], [5.03, -0.35, -1.50], [5.25, -1.96, -2.18], [2.88, -2.50, -1.85], [0.48, 2.62, -0.25], [-1.07, 2.79, -1.19], [-1.27, 3.86, -1.20], [-0.88, 2.41, -2.19], [-2.23, 2.07, -0.50], [-2.97, 2.67, 0.26], [-2.33, 0.77, -0.83], [-3.32, -0.11, -0.34], [-2.93, -1.28, 0.31], [-3.91, -2.14, 0.79], [-5.25, -1.85, 0.63], [-5.62, -0.70, -0.04], [-4.67, 0.18, -0.54], [-5.10, 1.40, -1.30], [-4.49, 1.54, -2.19], [-6.14, 1.31, -1.60], [-4.99, 2.28, -0.67], [-6.67, -0.47, -0.18], [-6.00, -2.52, 1.01], [-3.61, -3.05, 1.30], [-1.48, -1.62, 0.53], [-0.87, -0.76, 1.64], [-0.95, 0.30, 1.40], [-1.39, -0.93, 2.58], [0.19, -1.00, 1.77], [-0.91, -1.48, -0.39], [-1.39, -2.67, 0.81], [-1.52, 0.36, -1.31], [3.21, 2.22, 0.12], [4.17, 0.73, 0.16], [1.82, 1.40, 1.99], [3.54, 1.48, 3.78], [4.81, 1.19, 2.59], [3.88, 2.69, 2.54]], "de_lowest_kcal_mol": 0.0, "smiles": "CCCn1c(SCC(=O)Nc2c(C)cccc2CC)nnc1C(C)C", "gap_ev": 9.0, "largest_force_ev_per_a": 1.1, "energy_ev": -39001.961}

No. 2
{"formula": "C19H28NO3", "method": "ωB97M-V/def2-TZVPD", "species": ["C", "H", "H", "C", "H", "H", "C", "C", "C", "C", "C", "C", "C", "H", "H", "H", "H", "H", "C", "O", "O", "C", "C", "H", "C", "H", "H", "C", "N", "C", "H", "H", "H", "C", "H", "H", "C", "H", "H", "C", "H", "H", "H", "H", "H", "C", "H", "H", "O", "H", "H"], "xyz": [[3.49, -0.82, -1.67], [4.09, -0.19, -1.02], [3.72, -0.57, -2.70], [2.00, -0.65, -1.41], [1.45, -1.24, -2.14], [1.71, 0.39, -1.56], [1.57, -1.11, 0.00], [1.92, -2.58, 0.20], [1.26, -3.51, -0.59], [1.53, -4.86, -0.48], [2.48, -5.30, 0.43], [3.14, -4.38, 1.22], [2.86, -3.03, 1.11], [3.39, -2.35, 1.75], [3.88, -4.72, 1.94], [2.70, -6.36, 0.51], [1.00, -5.57, -1.10], [0.51, -3.18, -1.30], [0.07, -0.96, 0.20], [-0.61, -1.66, 0.89], [-0.43, 0.13, -0.43], [-1.82, 0.37, -0.20], [-2.10, 0.89, 1.22], [-1.97, 0.08, 1.93], [-3.54, 1.40, 1.24], [-3.85, 1.62, 2.26], [-4.22, 0.64, 0.85], [-3.60, 2.68, 0.39], [-2.42, 2.75, -0.51], [-2.60, 3.83, -1.49], [-1.69, 3.95, -2.09], [-3.43, 3.60, -2.16], [-2.81, 4.77, -0.99], [-2.26, 1.45, -1.20], [-3.21, 1.19, -1.67], [-1.50, 1.55, -1.97], [-1.21, 3.01, 0.32], [-1.22, 4.05, 0.64], [-0.33, 2.85, -0.32], [-1.16, 2.05, 1.51], [-0.14, 1.70, 1.65], [-1.48, 2.54, 2.43], [-4.51, 2.70, -0.22], [-3.60, 3.57, 1.02], [-2.36, -0.57, -0.37], [2.18, -0.19, 1.09], [1.78, -0.47, 2.07], [3.27, -0.32, 1.11], [1.86, 1.17, 0.91], [2.42, 1.52, 0.21], [3.79, -1.86, -1.50]], "de_lowest_kcal_mol": 0.7, "smiles": "CC[C@@](CO)(C(=O)O[C@@H]1C[N@+]2(C)CC[C@H]1CC2)c1ccccc1", "gap_ev": 8.9, "largest_force_ev_per_a": 1.1, "total_charge": 1, "energy_ev": -27784.578}

No. 3
{"formula": "C19H28NPRu", "method": "ωB97M-V/def2-TZVPD", "species": ["C", "C", "C", "C", "C", "C", "C", "C", "N", "Ru", "C", "P", "H", "H", "H", "H", "H", "H", "H", "H", "C", "C", "H", "C", "C", "H", "H", "H", "H", "H", "H", "H", "H", "H", "H", "H", "H", "H", "H", "C", "C", "C", "C", "C", "C", "H", "H", "H", "H", "H"], "xyz": [[1.12, 3.04, -1.98], [-0.18, 2.55, -1.85], [-0.40, 1.33, -1.20], [0.69, 0.67, -0.61], [2.01, 1.08, -0.87], [2.22, 2.30, -1.52], [-1.77, 0.77, -1.00], [-1.83, -0.73, -0.68], [-1.41, -1.62, -1.80], [0.31, -0.60, 0.93], [3.13, 0.24, -0.31], [2.39, -1.19, 0.59], [-1.05, 3.07, -2.26], [3.24, 2.66, -1.61], [1.28, 4.01, -2.46], [3.69, 0.84, 0.42], [3.82, -0.13, -1.07], [-2.26, 1.26, -0.14], [-2.40, 0.99, -1.88], [-1.21, -1.12, 0.18], [3.67, -1.64, 1.82], [2.42, -2.54, -0.63], [-2.86, -1.06, -0.46], [-2.10, -1.28, -3.09], [-1.72, -3.04, -1.37], [0.72, 0.14, 2.55], [-3.19, -1.38, -2.93], [-1.93, -0.22, -3.31], [-1.68, -1.90, -3.90], [-2.67, -3.28, -1.86], [-0.96, -3.79, -1.65], [-1.85, -3.02, -0.28], [3.46, -2.85, -0.81], [1.84, -3.39, -0.22], [1.96, -2.18, -1.57], [4.66, -1.61, 1.35], [3.62, -0.93, 2.65], [3.47, -2.66, 2.18], [-0.41, -1.53, -2.03], [-2.47, 2.36, 3.42], [-2.50, 0.98, 3.62], [-1.49, 0.19, 3.09], [-0.35, 0.77, 2.41], [-0.42, 2.18, 2.16], [-1.44, 2.96, 2.69], [-3.24, 2.98, 3.86], [-3.32, 0.53, 4.18], [-1.51, -0.89, 3.15], [0.36, 2.64, 1.55], [-1.44, 4.06, 2.56]], "s_squared": 6.0408, "spin_multiplicity": 5, "gap_ev": [6.9, 6.4], "largest_force_ev_per_a": 3.1, "total_charge": 2, "energy_ev": -33498.317}

No. 4
{"formula": "C19H28O15", "method": "ωB97M-V/def2-TZVPD", "species": ["O", "C", "O", "C", "C", "C", "C", "C", "C", "O", "H", "H", "H", "H", "H", "H", "H", "H", "H", "H", "H", "H", "C", "C", "O", "C", "O", "O", "H", "H", "H", "H", "C", "C", "O", "C", "O", "O", "H", "H", "H", "H", "C", "C", "O", "C", "O", "O", "H", "H", "H", "H", "C", "C", "O", "C", "O", "O", "H", "H", "H", "H"], "xyz": [[0.85, -0.03, -1.10], [0.03, 0.86, -1.25], [-0.93, 1.16, -0.33], [-2.08, 1.68, -1.04], [-1.69, 1.88, -2.52], [-0.15, 1.84, -2.39], [0.65, 1.51, -3.63], [1.11, 2.71, -4.46], [1.62, 3.87, -3.62], [2.39, 4.74, -4.42], [-2.60, 2.51, -0.58], [-2.79, 0.85, -0.97], [-2.11, 1.14, -3.18], [-1.88, 2.91, -2.80], [0.06, 2.78, -1.89], [1.53, 0.92, -3.37], [0.05, 0.87, -4.27], [0.29, 3.10, -5.07], [1.87, 2.41, -5.17], [0.76, 4.37, -3.16], [2.20, 3.45, -2.79], [2.71, 5.44, -3.86], [0.84, -2.80, -3.37], [0.90, -4.22, -2.86], [-0.45, -4.67, -3.05], [-1.01, -3.92, -4.03], [-2.06, -4.15, -4.53], [-0.22, -2.87, -4.34], [1.77, -2.47, -3.83], [0.56, -2.09, -2.59], [1.57, -4.85, -3.45], [1.18, -4.29, -1.81], [4.33, -3.66, -0.77], [5.77, -3.43, -1.20], [5.61, -2.93, -2.53], [4.38, -2.39, -2.64], [4.00, -1.75, -3.56], [3.62, -2.69, -1.55], [4.16, -3.50, 0.29], [3.98, -4.66, -1.04], [6.26, -2.66, -0.59], [6.37, -4.33, -1.20], [-2.63, 1.78, 2.54], [-2.13, 2.14, 3.92], [-2.31, 3.57, 3.94], [-3.26, 3.89, 3.04], [-3.75, 4.97, 2.93], [-3.58, 2.82, 2.28], [-3.10, 0.81, 2.50], [-1.85, 1.83, 1.78], [-2.74, 1.70, 4.70], [-1.10, 1.87, 4.09], [-3.58, -1.17, 8.13], [-2.29, -0.73, 8.77], [-1.40, -0.65, 7.65], [-2.15, -0.47, 6.54], [-1.71, -0.19, 5.47], [-3.46, -0.63, 6.81], [-4.47, -0.77, 8.63], [-3.67, -2.26, 8.06], [-2.36, 0.26, 9.23], [-1.91, -1.44, 9.51]], "de_lowest_kcal_mol": 30.6, "smiles": "O=C1OCC[C@@H]1CCCO.O=C1OCCO1.O=C1OCCO1.O=C1OCCO1.O=C1OCCO1", "gap_ev": 10.8, "largest_force_ev_per_a": 2.1, "energy_ev": -50869.438}